Record 1
39
Properties=species:S:1:pos:R:3:forces:R:3:nbo_charge:R:1 method="wB97M-V/def2-TZVPD" lumo_energy_ev=-2.919 orbital_gap_ev=10.42 homo_energy_ev=-13.339 charge=+1
Ca 0.02083 0.01454 1.10612 0.0 0.1 0.9 1.7890
C 1.02232 -2.65324 0.40680 0.0 0.0 -0.2 -0.2494
C 2.11688 -1.84426 -0.30434 0.1 -0.1 -0.1 -0.2297
N 2.17370 -0.42012 0.10071 0.0 0.0 -0.1 -0.7109
C 2.41710 0.57814 -0.96303 0.1 0.0 0.0 -0.2627
C 1.19130 1.39087 -1.35103 -0.1 0.1 -0.2 0.2254
C 1.27263 2.57619 -2.06873 0.0 0.0 0.0 -0.2336
C 0.09355 3.24010 -2.37128 0.0 0.0 0.0 -0.1140
C -1.13399 2.72111 -1.97270 0.0 0.0 0.0 -0.2364
C -1.13909 1.52771 -1.27300 0.1 0.0 -0.2 0.2166
C -2.41091 0.80762 -0.85545 -0.2 0.0 0.0 -0.2591
N -2.29770 0.01108 0.39341 0.0 0.0 -0.1 -0.7189
C -2.61668 -1.44054 0.31025 -0.1 -0.1 0.0 -0.2318
C -1.49814 -2.37616 0.79414 0.0 -0.1 0.1 -0.2544
N -0.27823 -2.08151 0.04907 0.0 -0.1 -0.3 -0.7148
N 0.00707 0.90409 -0.98830 0.0 0.0 -0.3 -0.5959
H 1.14583 -2.62601 1.49452 0.0 0.1 0.0 0.2126
H 1.12966 -3.69780 0.09683 0.0 0.0 0.1 0.2151
H 1.92121 -1.88332 -1.37872 0.0 0.0 0.0 0.2004
H 3.07837 -2.33651 -0.14194 0.0 0.0 0.0 0.2198
H 2.87953 -0.30094 0.81718 0.0 0.0 0.0 0.4047
H 2.80795 0.09384 -1.86363 0.0 0.0 0.0 0.2205
H 3.19406 1.26693 -0.62967 0.0 0.0 0.0 0.2372
H 2.22941 2.98372 -2.36603 0.0 0.0 0.0 0.2398
H 0.12969 4.17656 -2.91182 0.0 0.0 0.0 0.2411
H -2.05331 3.24457 -2.19707 0.0 0.0 0.0 0.2390
H -2.69194 0.14102 -1.67518 0.0 0.0 0.0 0.2200
H -3.21822 1.53563 -0.76643 0.0 0.0 0.0 0.2264
H -2.89186 0.43386 1.09522 0.0 0.0 0.0 0.4039
H -2.84993 -1.69061 -0.72757 0.0 0.0 0.0 0.2003
H -3.51421 -1.65899 0.89017 0.0 0.0 0.0 0.2269
H -1.84863 -3.40942 0.69421 0.0 0.0 0.0 0.2190
H -1.30401 -2.23911 1.86701 0.0 0.1 0.0 0.2042
H -0.43781 -2.17736 -0.94673 0.0 0.0 0.0 0.3862
F 0.92203 1.67363 2.28549 0.1 0.1 0.1 -0.6150
B 0.68640 1.08276 3.61631 0.0 0.1 0.2 1.3466
F 0.40027 -0.33092 3.25831 0.1 -0.1 0.2 -0.6238
F 1.80620 1.14597 4.35976 -0.1 0.0 0.0 -0.5147
F -0.46130 1.61689 4.11713 0.1 0.0 0.0 -0.5295

Record 2
69
Properties=species:S:1:pos:R:3:forces:R:3:lowdin_charge:R:1 method="wB97M-V/def2-TZVPD" lumo_energy_ev=-3.882 orbital_gap_ev=6.59 homo_energy_ev=-10.467 charge=+1
Mo 0.76199 -1.43272 1.06033 0.1 0.0 -0.1 0.6282
C -1.97474 1.41079 1.58895 0.1 0.0 0.1 -0.3390
C -2.58411 1.32965 0.18922 -0.1 0.1 -0.1 -0.3535
C -2.92775 -0.07674 -0.29834 0.1 0.0 0.0 -0.3341
Sb -1.36509 -1.49988 -0.72983 -0.1 0.0 0.0 1.4686
C -1.20146 -1.39845 -2.83459 -0.1 0.1 -0.1 -0.3901
C -0.16320 -2.08313 -3.46188 0.1 0.0 0.1 -0.1500
C -0.05484 -2.10126 -4.84445 0.0 0.0 0.0 -0.0682
C -0.99787 -1.43835 -5.61747 0.0 0.0 0.0 -0.0654
C -2.05183 -0.77693 -5.00605 0.0 0.0 0.0 -0.0682
C -2.15620 -0.75552 -3.62058 0.0 0.0 0.0 -0.1222
C -2.49079 -3.26122 -0.47148 0.0 0.0 0.1 -0.3852
C -3.44205 -3.66315 -1.40195 -0.1 0.0 -0.1 -0.1150
C -4.24135 -4.76792 -1.13661 0.0 0.0 0.1 -0.0720
C -4.09330 -5.46456 0.05732 0.1 0.1 0.0 -0.0681
C -3.13485 -5.06744 0.98287 -0.1 -0.1 -0.1 -0.0700
C -2.33182 -3.96769 0.71740 0.2 0.0 0.0 -0.1399
Sb 0.14219 1.13056 1.58405 0.0 -0.2 0.0 1.4986
C 0.75715 1.70574 3.50741 -0.1 0.1 0.0 -0.3682
C -0.10711 1.44124 4.56785 0.0 0.0 0.0 -0.1227
C 0.29158 1.71516 5.86858 0.0 0.0 0.0 -0.0675
C 1.54922 2.25013 6.11067 0.0 0.0 0.0 -0.0623
C 2.41233 2.51002 5.05491 0.0 0.0 0.0 -0.0611
C 2.02005 2.23637 3.75217 0.0 0.0 0.0 -0.1382
C 0.80606 2.57463 0.20768 0.1 0.1 0.1 -0.3773
C 0.64705 2.34458 -1.15843 0.0 0.0 0.0 -0.1865
C 1.05560 3.30215 -2.07595 0.0 0.0 0.0 -0.0701
C 1.63648 4.48333 -1.63315 0.0 0.0 0.0 -0.0641
C 1.79981 4.71262 -0.27405 0.0 0.0 0.0 -0.0619
C 1.38173 3.76335 0.64955 0.0 0.0 -0.1 -0.1128
H -2.40663 0.66083 2.25513 0.0 0.0 0.0 0.0644
H -2.14228 2.39233 2.03434 0.0 0.0 0.0 0.0722
H -1.95710 1.84704 -0.54262 0.0 0.0 0.0 0.0829
H -3.51770 1.90019 0.20695 0.0 0.0 0.0 0.1169
H -3.49426 0.00075 -1.22394 -0.1 0.0 0.0 0.0436
H -3.57565 -0.58752 0.41769 0.1 0.0 0.0 0.0712
H 0.55368 -2.63504 -2.86210 0.0 0.0 0.0 0.0790
H 0.75776 -2.63660 -5.31698 0.0 0.0 0.0 0.1108
H -0.91978 -1.44915 -6.69642 0.0 0.0 0.0 0.1121
H -2.80175 -0.28054 -5.60775 0.0 0.0 0.0 0.1117
H -3.00556 -0.25288 -3.17600 0.1 0.1 0.0 0.0868
H -3.56315 -3.13037 -2.34196 0.0 0.0 0.1 0.0989
H -4.97904 -5.08321 -1.86267 0.0 0.0 0.0 0.1092
H -4.72100 -6.32134 0.26274 0.0 0.0 0.0 0.1095
H -3.00871 -5.61763 1.90602 0.0 0.0 0.0 0.1098
H -1.55722 -3.66388 1.41772 -0.3 -0.1 0.0 0.0580
H -1.09024 1.01989 4.39303 0.0 0.0 0.0 0.0958
H -0.38019 1.51057 6.69151 0.0 0.0 0.0 0.1116
H 1.85738 2.46501 7.12512 0.0 0.0 0.0 0.1121
H 3.39410 2.92505 5.24295 0.0 0.0 0.0 0.1144
H 2.70935 2.43297 2.94081 0.0 0.0 0.0 0.0731
H 0.21879 1.41611 -1.52280 0.0 0.0 0.0 0.0630
H 0.92775 3.12034 -3.13504 0.0 0.0 0.0 0.1145
H 1.96604 5.22465 -2.34879 0.0 0.0 0.0 0.1141
H 2.25081 5.63334 0.07127 0.0 0.0 0.0 0.1158
H 1.49875 3.96502 1.70618 0.0 0.0 0.0 0.0941
O -0.31186 -1.95933 2.20091 0.0 0.1 0.0 -0.5364
C 3.42336 -1.82086 -1.85019 0.0 0.0 0.1 -0.3190
S 2.30332 -0.51632 -1.25935 0.0 0.0 0.0 0.7358
C 3.43099 0.32373 -0.19711 0.0 -0.1 0.4 -1.0098
C 3.70916 -0.11716 1.05159 -0.1 0.0 -0.4 -1.1134
S 3.00636 -1.54534 1.81188 0.1 0.1 0.0 0.5233
S 4.92767 0.77359 1.90935 -0.1 0.1 0.1 0.9224
C 5.16949 2.02993 0.71533 0.3 -0.1 -0.1 -1.4757
S 6.19711 3.27033 0.92470 -0.1 0.0 0.0 0.6118
S 4.27247 1.74949 -0.74850 -0.1 0.0 0.0 0.9316
H 2.88535 -2.44238 -2.56009 -0.1 0.0 0.0 0.0316
H 3.77266 -2.41663 -1.01028 0.0 0.0 0.0 0.0347
H 4.25688 -1.34030 -2.35676 0.0 0.0 0.0 0.0556

Record 3
20
Properties=species:S:1:pos:R:3:forces:R:3:nbo_charge:R:1 method="wB97M-V/def2-TZVPD" lumo_energy_ev=-0.731 orbital_gap_ev=7.69 homo_energy_ev=-8.423
H 4.56484 -0.95490 0.88377 -0.8 0.3 -0.5 0.4070
N 3.56229 -1.07982 0.66602 -2.8 2.7 -0.4 -0.6900
C 2.86587 -0.00462 0.38604 6.3 0.7 2.2 0.6521
F 3.56800 1.23925 0.27319 -0.7 -1.9 0.2 -0.3530
C 1.48334 0.28797 0.21694 -2.0 -1.9 0.6 0.0656
N 0.78283 1.27599 0.65835 2.7 0.4 -0.9 -0.3009
C -0.44756 1.17056 -0.02248 -0.1 -4.5 0.8 -0.1506
C -1.59232 0.94795 0.92671 1.7 1.6 2.8 -0.1436
C -2.71708 0.44523 0.52918 -3.5 -0.4 1.3 -0.2534
C -2.84740 -0.09406 -0.78317 2.9 -0.9 -1.9 -0.2149
C -1.69617 -0.42350 -1.47777 -0.5 -0.6 1.7 -0.1937
C -0.36284 -0.17456 -0.83563 -2.9 0.8 -0.6 -0.0886
C 0.74487 -0.84576 -0.46375 1.1 1.5 0.3 0.2808
O 1.39553 -2.05179 -0.53772 0.3 0.8 2.9 -0.6826
H -0.75364 2.04834 -0.48601 0.2 1.8 -1.6 0.2530
H -1.44814 1.35320 1.97282 -0.2 -0.5 -1.3 0.2270
H -3.60667 0.41313 1.24017 1.3 0.0 -1.0 0.2235
H -3.75201 -0.39686 -1.23174 -1.1 -0.1 -0.2 0.2178
H -1.77906 -1.08128 -2.32278 0.0 0.1 -0.5 0.2182
H 2.03532 -2.07447 0.40784 -1.8 0.0 -3.9 0.5264